## w
{"formula": "C2H2O2S2", "method": "the ωB97M-V functional and the def2-TZVPD basis", "elements": ["C", "C", "H", "H", "O", "O", "S", "S"], "coordinates": [[0.08, -0.58, 0.44], [-0.12, 0.61, -0.49], [-0.91, -2.03, 1.20], [1.69, 0.93, -0.13], [-1.04, -1.25, 0.66], [0.99, 1.31, -0.68], [1.50, -0.95, 1.16], [-1.51, 0.98, -1.20]], "lowdin_charge": [-0.83, -0.89, 0.11, 0.02, -0.01, -0.02, 0.79, 0.82], "homo_ev": -9.1, "smiles": "OC(=S)C(O)=S", "e_lumo_ev": -1.501}

=====

## x
{"formula": "C2H2O2S2", "method": "the ωB97M-V functional and the def2-TZVPD basis", "elements": ["C", "C", "H", "H", "O", "O", "S", "S"], "coordinates": [[0.38, -0.36, -0.60], [-0.36, 0.38, 0.59], [2.04, 1.08, 0.08], [-2.02, -1.15, -0.08], [-0.20, -1.22, -1.20], [0.20, 1.23, 1.22], [1.98, 0.18, -0.93], [-2.01, -0.14, 0.93]], "lowdin_charge": [-0.80, -0.78, -0.09, -0.05, -0.02, -0.01, 0.91, 0.85], "homo_ev": -10.1, "smiles": "O=C(S)C(=O)S", "e_lumo_ev": -0.554}

=====

The least stable of them is w.

=====

## w
{"formula": "H2OTl", "method": "the ωB97M-V functional and the def2-TZVPD basis", "elements": ["Tl", "O", "H", "H"], "coordinates": [[-10.86, 19.50, -11.03], [-12.99, 15.82, -10.09], [-13.34, 15.35, -10.84], [-12.83, 15.14, -9.43]], "lowdin_charge": [1.94, 0.65, 0.20, 0.21], "homo_ev": -29.0, "total_charge": 3, "e_lumo_ev": -25.657}

=====

## x
{"formula": "H2OTl", "method": "the ωB97M-V functional and the def2-TZVPD basis", "elements": ["Tl", "O", "H", "H"], "coordinates": [[-32.10, 0.54, -7.00], [-31.26, 2.37, -7.94], [-30.34, 2.52, -8.12], [-31.72, 3.01, -8.49]], "lowdin_charge": [2.43, 0.20, 0.18, 0.19], "homo_ev": -33.0, "total_charge": 3, "e_lumo_ev": -25.989}

=====

The least stable of them is x.

=====

## w
{"formula": "C4H9O", "method": "the ωB97M-V functional and the def2-TZVPD basis", "elements": ["C", "O", "C", "H", "H", "H", "H", "H", "C", "C", "H", "H", "H", "H"], "coordinates": [[0.34, -1.51, -0.86], [0.59, -0.29, -0.30], [-0.71, -1.42, -1.97], [-0.07, -2.31, -0.19], [1.29, -1.96, -1.22], [-0.85, -2.33, -2.57], [-0.40, -0.62, -2.66], [-1.65, -1.08, -1.53], [0.71, 1.55, 1.61], [-0.18, 2.33, 2.20], [1.21, 1.78, 0.68], [0.91, 0.53, 1.90], [-0.45, 3.32, 1.83], [-0.74, 2.00, 3.07]], "lowdin_charge": [-0.60, -0.37, -0.17, 0.06, 0.06, 0.04, 0.05, 0.05, -0.12, -0.12, 0.04, 0.04, 0.02, 0.02], "homo_ev": -2.3, "total_charge": -1, "e_lumo_ev": 4.394}

=====

## x
{"formula": "C4H9O", "method": "the ωB97M-V functional and the def2-TZVPD basis", "elements": ["C", "O", "H", "H", "H", "C", "C", "C", "H", "H", "H", "H", "H", "H"], "coordinates": [[-1.34, -2.14, 1.15], [-2.30, -3.01, 0.82], [-1.49, -1.07, 0.87], [-0.30, -2.39, 0.71], [-1.11, -2.12, 2.27], [0.32, 0.96, -1.68], [0.36, 1.32, -0.23], [1.50, 1.58, 0.42], [-0.75, 0.92, -1.93], [0.84, 0.03, -1.86], [0.67, 1.78, -2.31], [-0.39, 0.94, 0.46], [1.60, 1.42, 1.49], [2.39, 1.77, -0.19]], "lowdin_charge": [-0.56, -0.45, 0.00, 0.03, 0.02, -0.12, -0.25, -0.04, 0.07, 0.07, 0.07, 0.07, 0.04, 0.05], "homo_ev": -1.8, "total_charge": -1, "e_lumo_ev": 3.662}

=====

The least stable of them is x.

=====

## w
{"formula": "C11H15N", "method": "the ωB97M-V functional and the def2-TZVPD basis", "elements": ["C", "C", "C", "C", "C", "C", "C", "C", "C", "N", "H", "H", "H", "H", "H", "H", "H", "H", "H", "C", "C", "H", "H", "H", "H", "H", "H"], "coordinates": [[0.88, -1.52, -1.69], [-0.54, 0.00, -0.12], [0.58, -0.76, -0.47], [0.59, -0.31, 1.81], [1.40, -0.85, 0.73], [0.95, -0.29, 3.15], [2.68, -1.34, 1.05], [2.17, -0.94, 3.43], [3.09, -1.26, 2.37], [-0.42, 0.40, 1.20], [-1.52, -0.02, -0.57], [-0.97, 0.95, 1.84], [0.09, -1.39, -2.44], [0.85, -2.63, -1.67], [0.38, -0.05, 4.04], [3.40, -1.75, 0.35], [2.54, -1.32, 4.36], [4.12, -1.43, 2.65], [1.81, -1.15, -2.14], [-2.70, 1.82, -3.02], [-2.83, 2.08, -1.48], [-2.71, 2.79, -3.52], [-1.75, 1.31, -3.17], [-3.57, 1.24, -3.31], [-2.79, 1.14, -0.95], [-3.76, 2.61, -1.24], [-1.99, 2.68, -1.19]], "lowdin_charge": [-0.10, -0.15, -0.28, -0.25, -0.16, -0.12, -0.12, -0.20, -0.18, 0.03, 0.04, 0.13, 0.05, 0.07, 0.06, 0.06, 0.05, 0.06, 0.07, -0.15, -0.18, 0.05, 0.05, 0.05, 0.01, 0.06, 0.05], "homo_ev": [0.8, -2.9], "spin_multiplicity": 2, "total_charge": -1, "e_lumo_ev": [3.520, 3.437]}

=====

## x
{"formula": "C11H15N", "method": "the ωB97M-V functional and the def2-TZVPD basis", "elements": ["C", "C", "H", "H", "H", "H", "H", "H", "C", "C", "C", "C", "C", "C", "C", "C", "C", "N", "H", "H", "H", "H", "H", "H", "H", "H", "H"], "coordinates": [[-2.23, -0.85, -0.20], [-2.15, -0.61, -1.68], [-3.03, -1.50, 0.18], [-1.26, -1.22, 0.15], [-2.42, 0.09, 0.33], [-3.10, -0.57, -2.22], [-1.48, -1.28, -2.25], [-1.67, 0.33, -1.91], [1.73, -1.94, 1.73], [0.44, 1.35, 0.58], [1.06, 0.12, 0.30], [1.34, -0.52, 1.55], [0.84, 0.31, 2.54], [-0.03, 2.24, -0.40], [0.43, 1.94, -1.73], [1.21, -0.27, -1.07], [0.99, 0.72, -2.05], [0.18, 1.38, 1.95], [0.16, 2.28, 2.39], [-0.74, 2.97, -0.06], [0.82, 0.11, 3.60], [0.52, 2.72, -2.47], [1.62, -1.23, -1.38], [1.21, -2.46, 2.53], [2.81, -2.16, 1.80], [1.33, 0.55, -3.06], [1.41, -2.51, 0.86]], "lowdin_charge": [-0.17, -0.19, 0.05, 0.05, 0.06, 0.05, 0.06, 0.03, -0.08, -0.28, -0.20, -0.28, -0.14, -0.11, -0.21, -0.11, -0.20, 0.04, 0.12, 0.06, 0.07, 0.06, 0.06, 0.06, 0.06, 0.07, 0.06], "homo_ev": [0.4, -2.9], "spin_multiplicity": 2, "total_charge": -1, "e_lumo_ev": [3.902, 3.807]}

=====

## y
{"formula": "C11H15N", "method": "the ωB97M-V functional and the def2-TZVPD basis", "elements": ["C", "C", "C", "C", "C", "C", "C", "C", "C", "N", "H", "H", "H", "H", "H", "H", "H", "H", "H", "C", "C", "H", "H", "H", "H", "H", "H"], "coordinates": [[-1.29, -3.17, -0.74], [0.18, -1.56, 0.74], [-0.13, -2.30, -0.46], [1.20, -0.65, 0.40], [0.90, -2.04, -1.33], [-0.19, -0.50, 2.90], [0.88, 0.33, 2.59], [-0.53, -1.52, 1.99], [1.65, 0.25, 1.42], [1.66, -0.96, -0.86], [-0.78, -0.39, 3.81], [1.25, 1.02, 3.34], [-1.17, -2.39, 2.09], [2.38, 1.01, 1.19], [-2.24, -2.98, -0.24], [-1.00, -4.22, -0.57], [0.81, -2.40, -2.35], [2.50, -0.59, -1.30], [-1.59, -3.23, -1.80], [-0.29, 3.85, -0.92], [-0.79, 2.64, -1.75], [0.77, 4.00, -1.07], [-0.81, 4.78, -1.16], [-0.55, 3.71, 0.14], [-0.98, 3.08, -2.73], [-1.82, 2.36, -1.54], [-0.03, 1.87, -1.78]], "lowdin_charge": [-0.10, -0.19, -0.29, -0.26, -0.17, -0.19, -0.22, -0.11, -0.13, 0.04, 0.07, 0.06, 0.06, 0.05, 0.06, 0.06, 0.07, 0.12, 0.06, -0.17, -0.15, 0.05, 0.05, 0.06, 0.05, 0.06, 0.06], "homo_ev": [0.7, -2.8], "spin_multiplicity": 2, "total_charge": -1, "e_lumo_ev": [3.582, 3.555]}

=====

The least stable of them is w.

=====

## w
{"formula": "CH2N2OS2", "method": "the ωB97M-V functional and the def2-TZVPD basis", "elements": ["C", "N", "N", "O", "S", "S", "H", "H"], "coordinates": [[-0.28, 0.01, 0.15], [0.59, -0.49, -0.76], [-1.58, 0.03, -0.24], [2.92, 0.33, -0.33], [0.56, 0.43, 1.63], [1.92, -0.51, 0.29], [-1.86, 0.10, -1.20], [-2.27, 0.10, 0.46]], "lowdin_charge": [-0.88, -0.22, 0.11, -0.51, 0.68, 0.63, 0.12, 0.08], "homo_ev": -9.5, "smiles": "N[C@@]12N=[S@]1(=O)S2", "e_lumo_ev": -0.085}

=====

## x
{"formula": "CH2N2OS2", "method": "the ωB97M-V functional and the def2-TZVPD basis", "elements": ["C", "N", "N", "O", "S", "S", "H", "H"], "coordinates": [[-0.61, 0.98, 0.02], [2.12, -1.65, -0.06], [-1.34, -0.13, 0.03], [3.27, -1.56, -0.11], [-1.27, 2.52, -0.03], [1.07, 0.95, 0.09], [-2.35, -0.08, 0.00], [-0.89, -1.03, 0.06]], "lowdin_charge": [-1.46, 0.01, 0.02, -0.01, 0.59, 0.66, 0.10, 0.09], "homo_ev": [-8.7, -8.4], "e_lumo_ev": [-0.340, -2.035]}

=====

The least stable of them is x.

=====

## w
{"formula": "C4H14NO3", "method": "the ωB97M-V functional and the def2-TZVPD basis", "elements": ["C", "O", "C", "C", "C", "O", "N", "H", "H", "H", "H", "H", "H", "H", "H", "H", "H", "H", "H", "H", "H", "O"], "coordinates": [[-0.11, 0.05, 1.79], [-1.54, -0.08, 2.01], [0.10, -0.46, 0.42], [1.51, -0.24, -0.24], [2.18, 1.06, 0.26], [1.33, -0.08, -1.61], [-0.82, 0.50, -0.48], [-0.01, 1.18, 1.95], [0.57, -0.38, 2.55], [-1.77, -0.88, 2.54], [-0.33, -1.50, 0.19], [2.06, -1.08, 0.06], [3.08, 1.23, -0.36], [2.56, 1.17, 1.33], [1.71, 2.01, 0.00], [1.57, -0.92, -2.10], [-0.88, -0.11, -1.41], [-0.39, 1.42, -0.49], [-1.79, 0.49, -0.09], [-3.34, -0.48, -2.45], [-3.05, -1.84, -1.77], [-2.64, -1.06, -2.10]], "lowdin_charge": [-0.21, -0.08, -0.18, -0.39, -0.04, -0.03, 0.18, 0.16, 0.15, 0.12, 0.19, 0.14, 0.09, 0.12, 0.08, 0.15, 0.17, 0.14, 0.14, 0.08, 0.04, -0.03], "homo_ev": -14.6, "total_charge": 1, "e_lumo_ev": -2.907}

=====

## x
{"formula": "C4H14NO3", "method": "the ωB97M-V functional and the def2-TZVPD basis", "elements": ["C", "C", "C", "C", "N", "H", "H", "H", "H", "H", "H", "H", "H", "H", "H", "O", "H", "H", "O", "H", "H", "O"], "coordinates": [[-0.75, -0.29, 1.70], [-0.66, 0.59, 0.50], [-1.55, 1.50, 0.14], [1.48, 0.94, -0.70], [0.51, 0.26, -0.27], [-1.28, 0.30, 2.46], [-1.48, -1.08, 1.56], [0.17, -0.49, 2.23], [-1.40, 2.24, -0.62], [-2.48, 1.73, 0.64], [2.34, 0.52, -1.26], [1.57, 2.02, -0.58], [0.56, -0.75, -0.51], [-2.14, 0.28, -2.80], [-1.67, -1.04, -2.20], [-1.88, -0.11, -1.96], [3.31, 0.96, 1.77], [2.28, 0.28, 2.70], [2.66, 0.25, 1.82], [0.45, -2.71, -2.24], [-0.08, -3.11, -0.91], [0.04, -2.31, -1.46]], "lowdin_charge": [-0.02, -0.35, 0.11, 0.15, 0.07, 0.10, 0.09, 0.07, 0.08, 0.10, 0.14, 0.13, 0.13, 0.06, 0.04, -0.06, 0.05, 0.05, -0.05, 0.08, 0.09, -0.04], "homo_ev": -13.4, "total_charge": 1, "e_lumo_ev": -3.982}

=====

The least stable of them is x.